A 2-piece molecular cluster, C9H13N4 overall. Source: the Open Molecules 2025 dataset; level of theory: ωB97M-V/def2-TZVPD.

CARTESIAN COORDINATES (ANGSTROEM)
1 C 0.8128 0.7661 3.1340
2 C -0.4158 1.0428 2.5514
3 C 1.7645 0.0361 2.4358
4 C -0.7134 0.5831 1.2853
5 C 1.4789 -0.4438 1.1755
6 C 0.2299 -0.1871 0.5826
7 C -1.2781 0.6295 -2.0912
8 C -0.6121 1.7975 -1.9356
9 C -0.1373 -0.8348 -0.6239
10 N -0.8906 -0.6472 -1.6422
11 N 0.2197 -2.8915 -0.3175
12 N -1.2524 -1.6980 -2.4203
13 N 0.5591 2.0392 -1.3376
14 H 1.0255 1.1104 4.1334
15 H -1.1551 1.6072 3.0987
16 H 2.7224 -0.1757 2.8830
17 H -1.6773 0.7801 0.8412
18 H 2.2111 -1.0298 0.6400
19 H -2.1886 0.6250 -2.6651
20 H -1.0901 2.6695 -2.3633
21 H 0.4507 -2.8680 0.6695
22 H 1.0809 -2.9970 -0.8486
23 H -2.1231 -1.5824 -2.9184
24 H -1.1035 -2.5853 -1.9427
25 H 0.9620 2.9585 -1.3724
26 H 1.1198 1.2957 -0.9517

Results
energy above the lowest of the compared OMol25 structures with the same formula, charge and spin = 97.5 kcal/mol
net charge = +1
HOMO level = -12.34 eV
lowest unoccupied orbital energy = -4.241 eV

Partial charges, Mulliken, in e:
1. C -0.384
2. C -0.732
3. C -0.663
4. C -0.015
5. C -0.076
6. C -0.359
7. C -0.444
8. C -0.116
9. C 0.694
10. N 0.396
11. N -0.762
12. N -0.742
13. N -0.237
14. H 0.422
15. H 0.418
16. H 0.415
17. H 0.479
18. H 0.462
19. H 0.350
20. H 0.386
21. H 0.318
22. H 0.265
23. H 0.268
24. H 0.276
25. H 0.227
26. H 0.152


C14H31AsCsN2O3 as an isolated structure. Source: the Open Molecules 2025 dataset; level of theory: ωB97M-V/def2-TZVPD.

CARTESIAN COORDINATES (ANGSTROEM)
1 Cs -0.9860 -0.5066 -0.6252
2 C -0.5208 -4.8609 2.4466
3 N -1.0383 -3.6447 3.0602
4 C -1.1852 -3.6734 4.5070
5 C -1.1996 -2.5441 2.3115
6 O -0.9882 -2.5156 1.1010
7 C -1.6761 -1.2864 3.0338
8 O -1.7190 -0.2172 2.1145
9 C -2.1500 0.9703 2.7447
10 C -2.1646 2.1049 1.7190
11 O -1.8310 1.8894 0.5573
12 N -2.5519 3.3125 2.1598
13 C -2.5771 4.4435 1.2434
14 C -2.9341 3.6217 3.5269
15 H -1.1190 -5.7107 2.7728
16 H 0.5171 -5.0262 2.7423
17 H -0.5744 -4.7699 1.3678
18 H -1.5816 -4.6446 4.7980
19 H -1.8831 -2.9181 4.8558
20 H -0.2244 -3.5308 5.0073
21 H -0.9948 -1.0516 3.8604
22 H -2.6713 -1.4638 3.4604
23 H -1.4739 1.2269 3.5691
24 H -3.1548 0.8335 3.1617
25 H -2.2883 4.1107 0.2532
26 H -1.8846 5.2140 1.5859
27 H -3.5818 4.8665 1.2083
28 H -2.9411 2.7398 4.1579
29 H -3.9345 4.0565 3.5401
30 H -2.2392 4.3461 3.9557
31 C 3.1866 -2.2671 -4.1495
32 C 2.4946 -0.9657 -4.5368
33 As 1.5590 -0.1395 -3.0229
34 C 3.0995 0.2892 -1.8661
35 C 4.3041 0.9367 -2.5375
36 C 1.2467 1.6340 -3.8139
37 C 0.0860 1.6141 -4.8039
38 H 3.6703 -2.7240 -5.0134
39 H 2.4754 -2.9910 -3.7474
40 H 3.9561 -2.1025 -3.3932
41 H 1.7446 -1.1469 -5.3083
42 H 3.2056 -0.2435 -4.9414
43 H 3.3879 -0.6453 -1.3797
44 H 2.7102 0.9375 -1.0756
45 H 4.7320 0.2905 -3.3043
46 H 5.0895 1.1378 -1.8073
47 H 4.0441 1.8856 -3.0066
48 H 2.1625 1.9676 -4.3034
49 H 1.0440 2.3305 -2.9966
50 H 0.2859 0.9409 -5.6389
51 H -0.0921 2.6060 -5.2205
52 H -0.8407 1.2832 -4.3299

Results
net charge = +1
HOMO level = -10.87 eV
lowest unoccupied orbital energy = -2.313 eV

Partial charges, Mulliken, in e:
1. Cs 1.260
2. C -0.999
3. N 0.107
4. C -0.938
5. C 0.629
6. O -0.762
7. C -0.977
8. O -0.034
9. C -1.031
10. C 0.603
11. O -0.663
12. N 0.099
13. C -0.999
14. C -0.981
15. H 0.320
16. H 0.344
17. H 0.305
18. H 0.330
19. H 0.351
20. H 0.319
21. H 0.478
22. H 0.425
23. H 0.466
24. H 0.448
25. H 0.286
26. H 0.331
27. H 0.319
28. H 0.340
29. H 0.353
30. H 0.342
31. C -1.230
32. C -0.680
33. As 0.020
34. C -0.637
35. C -1.089
36. C -0.596
37. C -1.148
38. H 0.372
39. H 0.319
40. H 0.281
41. H 0.411
42. H 0.387
43. H 0.441
44. H 0.453
45. H 0.238
46. H 0.384
47. H 0.267
48. H 0.365
49. H 0.437
50. H 0.312
51. H 0.373
52. H 0.246


An isolated ion of composition C6H11N2 and charge +1. Source: the Open Molecules 2025 dataset; level of theory: ωB97M-V/def2-TZVPD.

CARTESIAN COORDINATES (ANGSTROEM)
1 C 2.1413 1.1466 -0.0777
2 C -0.8276 -0.9329 -0.5157
3 C 0.6795 1.1731 -0.4216
4 C 0.7476 -1.3659 -0.4724
5 C 1.3782 -0.0788 -0.2330
6 C -2.3001 0.7651 0.3116
7 N -1.0829 0.1596 0.3499
8 N 1.0745 -0.9603 0.9339
9 H 2.7796 1.4052 -0.9996
10 H 2.6544 1.3252 0.8780
11 H -1.0355 -0.8599 -1.5962
12 H -1.4788 -1.7992 -0.2403
13 H 0.4934 1.8540 -1.2247
14 H 0.8632 -2.3252 -0.8381
15 H -3.0429 -0.0222 0.8054
16 H -2.2965 1.4655 1.1232
17 H -2.7795 1.0395 -0.6077
18 H 0.1938 -0.5930 1.3484
19 H 1.8382 -1.3966 1.4765

Results
energy above the lowest of the compared OMol25 structures with the same formula, charge and spin = 193.2 kcal/mol
net charge = +1
HOMO level (spin up / spin down) = -12.78 / -13.00 eV
lowest unoccupied orbital energy (spin up / spin down) = -4.628 / -4.505 eV

Partial charges, Mulliken, in e:
1. C -0.499
2. C -0.518
3. C -0.393
4. C -0.523
5. C 0.580
6. C -0.997
7. N -0.413
8. N -0.211
9. H 0.250
10. H 0.281
11. H 0.401
12. H 0.503
13. H 0.337
14. H 0.514
15. H 0.331
16. H 0.378
17. H 0.340
18. H 0.395
19. H 0.245


Number 1: M 177.23 g/mol. Number 2: M 483.24 g/mol. Number 3: M 111.17 g/mol.